{"formula": "C22H57I2NbO15P3", "method": "ωB97M-V/def2-TZVPD", "charge": -1, "total_energy_ha": -3677.24588, "orbital_gap_ev": 4.72, "e_lumo_ha": -0.0107, "elements": ["C", "C", "C", "O", "Nb", "C", "C", "C", "O", "C", "C", "O", "C", "C", "C", "I", "C", "C", "I", "H", "H", "H", "H", "H", "H", "H", "H", "H", "H", "H", "H", "H", "H", "H", "H", "H", "H", "H", "H", "H", "H", "H", "H", "H", "H", "H", "H", "H", "H", "C", "O", "P", "O", "O", "C", "O", "C", "H", "H", "H", "H", "H", "H", "H", "H", "H", "C", "O", "P", "O", "O", "C", "O", "C", "H", "H", "H", "H", "H", "H", "H", "H", "H", "C", "O", "P", "O", "O", "C", "O", "C", "H", "H", "H", "H", "H", "H", "H", "H", "H"], "coordinates": [[4.25188, 0.52733, 3.07265], [3.17530, 0.70011, 1.97465], [2.31342, 1.93208, 2.37101], [1.74772, 2.55594, 1.22335], [-0.22044, 1.99016, 0.83954], [-0.57069, 3.67788, -0.62788], [-0.81531, 3.37962, 2.52623], [-0.13469, 4.79231, 2.42050], [0.40182, 5.22553, 3.67831], [-0.60505, 5.43187, 4.64415], [-0.30705, 4.50726, 5.87358], [0.32854, 0.59506, -0.56441], [0.73161, 1.02648, -1.84158], [2.08854, 1.76718, -1.87384], [-2.41473, 1.32635, 0.47538], [-3.83287, 2.96481, 0.36655], [-2.89784, 0.16808, 1.40554], [-2.75522, 0.44106, 2.92312], [-2.03498, -1.71763, 0.77802], [5.04225, 1.29004, 3.00504], [4.73143, -0.46244, 3.01456], [3.76601, 0.62651, 4.05977], [3.67414, 0.94820, 1.03149], [2.51190, -0.16889, 1.87723], [3.03493, 2.66387, 2.80043], [1.60383, 1.70168, 3.17953], [-0.08734, 0.66538, 2.11306], [0.32782, 4.19917, -0.99116], [-1.21392, 3.29654, -1.44403], [-1.18895, 4.45385, -0.13474], [-1.89862, 3.49360, 2.69177], [-0.41032, 2.95281, 3.46551], [-0.93549, 5.51353, 2.15081], [0.62088, 4.82290, 1.62804], [-1.62430, 5.29319, 4.25978], [-0.56283, 6.46656, 5.03910], [-1.21637, 4.02737, 6.26464], [0.40762, 3.75058, 5.52938], [0.16675, 5.06914, 6.69350], [-0.05736, 1.54270, -2.42185], [0.91802, 0.09746, -2.43185], [2.08089, 2.74801, -1.38886], [2.78037, 1.14173, -1.27968], [2.52520, 1.78754, -2.88659], [-2.38187, 0.88949, -0.53733], [-3.97888, 0.05781, 1.21077], [-3.65661, 0.01838, 3.40767], [-2.73465, 1.50410, 3.18445], [-1.89995, -0.12242, 3.31094], [-10.36052, -0.19122, -0.72590], [-9.16129, 0.45095, -0.31725], [-8.44618, -0.12844, 1.08571], [-8.68520, -1.59206, 0.91797], [-9.57804, 0.58558, 2.04565], [-10.05809, 1.90070, 1.74688], [-7.37797, -0.24451, 2.37803], [-6.63852, 0.94598, 2.71854], [-10.86889, 0.48512, -1.41500], [-10.13043, -1.11822, -1.24807], [-11.01535, -0.39292, 0.12274], [-11.05169, 1.83059, 1.30084], [-9.39902, 2.43692, 1.06690], [-10.13544, 2.46182, 2.67870], [-7.32072, 1.73313, 3.05394], [-6.06223, 1.29958, 1.86517], [-5.95435, 0.70372, 3.52842], [6.53763, -1.44175, -2.02441], [5.37749, -2.25336, -1.91405], [4.79799, -2.52680, -0.35199], [5.04656, -1.14671, 0.17033], [6.03947, -3.55566, -0.02731], [6.42522, -4.54467, -0.99504], [3.99103, -3.02579, 1.04893], [3.26191, -4.26167, 0.98123], [6.97298, -1.63653, -3.00682], [6.26685, -0.38897, -1.96108], [7.27189, -1.68553, -1.25565], [7.34096, -4.22257, -1.49345], [5.65344, -4.71650, -1.74428], [6.62617, -5.48073, -0.47215], [3.94211, -5.10012, 0.80328], [2.50948, -4.22284, 0.19259], [2.75983, -4.41162, 1.93477], [3.18648, -2.18571, -3.90588], [2.41340, -3.21740, -4.52399], [3.24127, -4.59508, -4.97296], [4.17739, -4.74062, -3.81622], [3.94135, -3.85506, -6.26207], [3.19110, -2.93944, -7.07106], [3.53623, -6.11239, -5.64948], [2.62221, -6.56360, -6.66212], [2.61126, -1.26186, -3.97824], [3.34977, -2.42080, -2.86140], [4.14516, -2.04791, -4.40452], [3.48320, -1.91807, -6.82543], [2.11752, -3.04670, -6.92953], [3.43006, -3.12622, -8.11848], [2.66858, -5.91207, -7.53939], [1.60192, -6.59166, -6.27705], [2.91154, -7.57010, -6.95656]], "forces_ev_per_angstrom": [[-0.38, -0.56, -0.02], [-0.10, 1.03, 0.82], [1.81, 0.57, -0.14], [-2.93, -1.23, 0.31], [3.71, 0.26, -1.40], [-1.07, 0.37, 0.41], [0.47, 0.26, 0.31], [-1.53, -0.40, -0.09], [-0.05, 0.31, -0.57], [0.37, -0.03, 1.47], [-0.20, 0.23, -0.36], [-0.69, 1.96, 0.69], [0.81, -1.15, -1.19], [0.17, -0.72, 0.61], [1.13, -1.22, 0.39], [-0.19, -0.48, 0.16], [-1.23, 1.77, -0.04], [-0.59, -1.23, -0.07], [-0.19, 0.35, 0.21], [-0.32, -0.14, -0.06], [-0.13, 0.32, 0.01], [0.29, -0.09, -0.20], [-0.31, -0.35, 0.06], [0.39, 0.04, -0.17], [-0.35, -0.15, -0.07], [-0.01, -0.06, -0.37], [-0.64, -0.06, 0.17], [-0.10, -0.43, -0.07], [0.45, 0.22, 0.00], [0.22, -0.23, -0.20], [0.26, -0.01, -0.10], [-0.14, -0.12, -0.41], [0.37, -0.16, -0.20], [0.22, 0.09, 0.66], [0.33, -0.23, -0.10], [0.08, -0.16, -0.52], [0.28, 0.06, -0.12], [-0.29, 0.03, 0.21], [-0.14, -0.16, -0.27], [0.16, 0.15, 0.55], [-0.15, 0.28, 0.13], [-0.07, -0.11, -0.32], [-0.19, 0.28, -0.11], [-0.43, 0.28, 0.19], [-0.23, 0.55, 0.16], [0.42, -0.47, -0.07], [0.37, 0.07, -0.05], [0.33, -0.20, -0.31], [-0.03, 0.63, 0.10], [-0.21, -0.46, -0.12], [2.89, 1.80, 0.37], [-5.15, -5.00, 2.37], [0.65, 0.79, -0.27], [0.68, 0.87, -0.31], [-0.19, -0.06, 0.15], [1.04, 1.99, -2.71], [-0.02, 0.19, 0.27], [0.19, 0.14, 0.05], [-0.02, -0.06, 0.16], [0.09, -0.08, 0.02], [0.02, 0.05, -0.07], [-0.08, 0.03, -0.01], [0.04, -0.11, 0.04], [0.01, -0.02, 0.01], [0.14, 0.06, 0.10], [-0.07, -0.12, -0.04], [0.18, 0.44, 0.16], [-2.56, -1.95, -0.67], [6.27, 4.15, 3.95], [-0.81, -0.38, -0.42], [-0.93, -0.90, -0.50], [0.16, -0.06, -0.02], [-1.83, -1.04, -2.88], [0.06, -0.22, 0.20], [-0.19, -0.18, -0.02], [0.04, -0.02, 0.17], [-0.08, 0.06, 0.05], [-0.04, 0.00, -0.07], [0.10, 0.01, -0.07], [-0.02, 0.09, 0.12], [-0.01, 0.01, -0.01], [-0.08, -0.07, 0.10], [0.05, 0.12, 0.00], [0.21, 0.27, 0.38], [-2.44, -2.41, -1.41], [7.15, 2.58, 1.65], [-1.03, -0.42, -0.33], [-1.06, -0.36, -0.38], [0.22, 0.13, -0.08], [-3.38, 0.68, 0.46], [0.10, -0.03, -0.26], [-0.21, -0.19, -0.10], [0.05, -0.03, -0.16], [0.04, -0.18, 0.08], [-0.09, 0.02, 0.02], [0.02, 0.09, -0.01], [0.09, -0.09, 0.06], [-0.01, -0.01, 0.01], [-0.01, -0.11, -0.09], [0.08, 0.04, 0.08]], "mulliken_charge": [-1.4732, 0.6323, -0.6502, -0.4936, 0.0831, -1.6582, 0.1881, -0.7646, -0.4794, -0.3106, -0.9388, -0.6131, -0.0949, -0.5375, -1.1014, -0.1174, -0.1643, -0.9963, 0.0206, 0.3853, 0.2724, 0.4015, -0.0887, 0.0710, 0.2873, 0.3465, 0.0436, 0.3372, 0.4410, 0.4938, 0.4483, 0.1862, 0.4166, 0.1631, 0.2623, 0.4134, 0.2522, 0.2518, 0.3186, 0.2209, 0.2049, 0.2178, -0.1850, 0.4013, 0.6925, 0.4704, 0.3061, 0.0821, 0.3894, -0.6552, -0.4069, 1.2006, -0.6968, -0.3575, -0.7645, -0.3090, -0.4106, 0.2461, 0.2459, 0.3377, 0.2741, 0.3767, 0.2875, 0.2974, 0.1008, 0.2090, -0.8560, -0.2024, 1.4002, -0.7234, -0.3956, -0.7076, -0.2616, -0.7413, 0.2410, 0.2564, 0.3501, 0.2802, 0.3102, 0.2873, 0.2750, 0.3209, 0.2545, -0.3137, -0.4701, 1.0950, -0.5602, -0.3565, -0.7852, -0.3203, -0.6736, 0.3395, -0.0958, 0.2776, 0.2888, 0.3737, 0.2847, 0.2725, 0.3020, 0.2439]}